C4H6N2O2 | wB97M-V/def2-TZVPD

Geometry as ORCA input:
```
! RIJCOSX wB97M-V def2-TZVPD def2/J DEFGRID3
* xyz 0 1
C 2.27206 0.08736 0.15579
C -0.11785 0.19075 -0.24594
C -0.72242 -1.23049 -0.24358
C -1.94998 -1.11222 0.12491
H 2.08547 -1.12339 0.24644
H 2.65292 0.32786 1.40187
H 2.96124 0.34986 -0.74393
H -0.11619 -2.08152 -0.81156
H -2.93648 -1.74413 -0.03850
H -0.23709 2.17989 0.36790
N 1.05241 0.61337 -0.12463
N -1.40992 0.94033 -0.32642
O -2.32650 0.26422 0.33791
O -1.20769 2.33813 -0.10025
*
```

Results
LUMO level ... 0.6 eV
SMILES ... C/N=c1\ccon1O
Relative energy (zero: lowest compared OMol25 entry of this formula, charge and spin) ... 185.3 kcal/mol
Molecular weight ... 114.1 g mol⁻¹
Gap between HOMO and LUMO ... 9.07 eV

***

C4H6N2O2 | wB97M-V/def2-TZVPD

Geometry as ORCA input:
```
! RIJCOSX wB97M-V def2-TZVPD def2/J DEFGRID3
* xyz 0 1
C 1.07961 -1.34744 0.67353
C -1.54935 0.15767 0.10743
C 0.83155 0.94155 -0.27053
C -0.52599 0.63606 -0.78161
N 1.26746 0.12055 0.84499
N 0.53051 -1.92744 -0.23317
O -1.55292 0.23174 1.29261
O -2.62202 -0.41905 -0.55694
H 1.85154 -1.90353 1.34315
H 1.54699 1.09166 -1.04610
H 0.69341 1.99785 0.09846
H -0.75314 0.42829 -1.80517
H 1.50560 0.53881 1.77918
H -2.30324 -0.54670 -1.44584
*
```

Results
LUMO level (alpha / beta) ... -1.2 / -0.9 eV
Relative energy (zero: lowest compared OMol25 entry of this formula, charge and spin) ... 102.8 kcal/mol
Molecular weight ... 114.1 g mol⁻¹
Gap between HOMO and LUMO (alpha / beta) ... 8.39 / 8.26 eV

***

C4H6N2O2 | wB97M-V/def2-TZVPD

Geometry as ORCA input:
```
! RIJCOSX wB97M-V def2-TZVPD def2/J DEFGRID3
* xyz 0 1
N -0.20753 -1.16338 0.38158
C -0.91965 0.90607 -0.23517
C 0.84387 0.76750 0.08407
N -0.22738 -2.47543 0.00192
C -1.24047 -0.44154 -0.02893
C 2.02271 0.98846 0.62350
O 0.22217 1.23965 -1.00870
O -1.83034 1.89562 -0.09650
H -1.54648 2.66020 -0.61575
H -0.49195 -2.68962 -0.95505
H 0.56890 -2.97840 0.36117
H -2.22387 -0.86209 -0.21878
H 2.30997 0.45581 1.51777
H 2.72006 1.69716 0.18889
*
```

Results
LUMO level ... 0.6 eV
SMILES ... C=C1O[C@@]1(O)/C=N/N
Relative energy (zero: lowest compared OMol25 entry of this formula, charge and spin) ... 140.5 kcal/mol
Molecular weight ... 114.1 g mol⁻¹
Gap between HOMO and LUMO ... 8.74 eV

***

C4H6N2O2 | wB97M-V/def2-TZVPD

Geometry as ORCA input:
```
! RIJCOSX wB97M-V def2-TZVPD def2/J DEFGRID3
* xyz 0 1
C 0.99179 -0.27874 -0.11965
C 0.52300 1.12137 -0.46586
C -1.57193 0.57762 0.55677
C 0.09291 -1.34412 -0.70879
H 0.32561 -0.72251 1.58316
H 2.01707 -0.51189 -0.44729
H 0.99371 1.81378 0.25375
H 0.84741 1.39795 -1.47769
H -1.95197 1.19182 1.35513
H 0.42265 -1.97028 -1.51526
N -1.76743 -0.71456 0.55725
N -1.13505 -1.47154 -0.39952
O 1.16045 -0.36605 1.28586
O -0.94822 1.27716 -0.45785
*
```

Results
LUMO level ... 0.4 eV
SMILES ... O[C@H]1C=NN=COC1
Relative energy (zero: lowest compared OMol25 entry of this formula, charge and spin) ... 78.4 kcal/mol
Molecular weight ... 114.1 g mol⁻¹
Gap between HOMO and LUMO ... 10.02 eV

***

C4H6N2O2 | wB97M-V/def2-TZVPD

Geometry as ORCA input:
```
! RIJCOSX wB97M-V def2-TZVPD def2/J DEFGRID3
* xyz 0 1
C 2.12203 -0.03885 0.85640
N -0.23056 -0.14854 0.12367
C -0.03134 0.02422 -1.08056
C 0.67558 -0.19818 1.21046
C -2.51792 0.22510 -1.55134
N 0.31106 -0.38345 2.39445
O 0.27695 0.19258 -2.18599
O -2.59343 1.40001 -1.76523
H -2.12166 -0.13735 -0.47553
H -0.69590 -0.40922 2.53132
H -2.63827 -0.53059 -2.35071
H 2.72564 -0.12629 1.75502
H 2.42554 -0.80412 0.14168
H 2.29228 0.93466 0.39635
*
```

Results
LUMO level ... 0.3 eV
SMILES ... [H]/N=C(/C)N=C=O.C=O
Relative energy (zero: lowest compared OMol25 entry of this formula, charge and spin) ... 55.4 kcal/mol
Molecular weight ... 114.1 g mol⁻¹
Gap between HOMO and LUMO ... 10.19 eV

***

C4H6N2O2 | wB97M-V/def2-TZVPD

Geometry as ORCA input:
```
! RIJCOSX wB97M-V def2-TZVPD def2/J DEFGRID3
* xyz 0 1
C 1.40800 -1.64325 -0.36419
C 1.66801 -0.50550 0.22472
C -1.58512 1.65593 -0.29022
C 1.57796 0.67550 0.72139
N -0.99011 0.59064 -0.65020
N -1.39325 -0.68379 -0.09856
O -1.54931 -1.53497 -0.96158
O -1.56047 -0.63171 1.09563
H 1.21442 -2.52036 0.26763
H -2.50942 1.63550 0.47526
H 1.74306 -1.92434 -1.36166
H -1.25330 2.61877 -0.64065
H 2.54970 1.04388 0.97946
H 0.67983 1.22369 0.60297
*
```

Results
LUMO level ... -0.5 eV
SMILES ... C=N[N+](=O)[O-].C=C=C
Relative energy (zero: lowest compared OMol25 entry of this formula, charge and spin) ... 177.5 kcal/mol
Molecular weight ... 114.1 g mol⁻¹
Gap between HOMO and LUMO ... 9.27 eV

***

C4H6N2O2 | wB97M-V/def2-TZVPD

Geometry as ORCA input:
```
! RIJCOSX wB97M-V def2-TZVPD def2/J DEFGRID3
* xyz 0 1
C -2.27990 -0.45936 0.96705
C 1.31949 -0.12925 0.75605
C 2.38242 -0.15345 -1.45081
C -1.51756 -0.20415 -0.09403
N -3.23387 -0.32287 1.73969
N 1.68865 -0.60087 -0.27357
O 0.94602 0.12465 1.83026
O -1.21815 1.08772 -0.42681
H 1.90292 0.85586 -1.67892
H 3.49138 0.03222 -1.31559
H 1.98299 -0.66717 -2.37966
H -0.86073 -0.88888 -0.69384
H -3.06300 -0.36246 2.74529
H -1.54067 1.68801 0.27487
*
```

Results
LUMO level ... 0.6 eV
SMILES ... CN=C=O.N=C=CO
Relative energy (zero: lowest compared OMol25 entry of this formula, charge and spin) ... 80.6 kcal/mol
Molecular weight ... 114.1 g mol⁻¹
Gap between HOMO and LUMO ... 8.77 eV

***

C4H6N2O2 | wB97M-V/def2-TZVPD

Geometry as ORCA input:
```
! RIJCOSX wB97M-V def2-TZVPD def2/J DEFGRID3
* xyz 0 1
C 0.65330 0.13863 0.00266
C 1.37887 1.51860 -0.00942
C -0.79630 0.41111 -0.31616
C -1.66038 -0.76060 -0.22748
H 2.52350 -2.08392 0.07912
H 2.70956 1.38475 -0.30923
H -1.45154 1.00013 -1.11101
H -1.26162 -1.80127 -0.25019
H -2.67206 -0.75883 -0.67890
H -2.26512 0.54096 1.17541
N 1.07524 -1.04439 -0.09562
N -1.32782 0.11662 1.11545
O 2.32257 -1.21300 0.43538
O 0.77180 2.55122 0.19000
*
```

Results
LUMO level ... 0.0 eV
Relative energy (zero: lowest compared OMol25 entry of this formula, charge and spin) ... 152.5 kcal/mol
Molecular weight ... 114.1 g mol⁻¹
Gap between HOMO and LUMO ... 9.75 eV